Below is a cluster of 11 separate species, C13H50BCl2N2O10 in total, with properties calculated with ωB97M-V with the def2-TZVPD basis set.

Results
Total charge: -1

Each line ends with the Löwdin charge.
Atoms and positions in Å:
H 1.8838 2.7297 -3.7944  0.031
H -1.8904 -0.1815 3.5756  0.075
H 0.2659 2.7976 -3.4993  0.031
C -3.9871 2.3821 -2.5079  -0.109
H 0.3084 1.2587 1.6325  0.092
H -3.0562 -1.0667 1.0937  0.034
H 2.5662 -1.0999 0.0582  0.069
C 1.3869 1.1136 -1.0298  -0.128
O 3.9816 -4.1823 3.2729  -0.064
H -0.2360 3.5567 6.0628  0.038
N 1.1656 2.5741 -3.0990  0.003
H -2.3835 -2.1968 2.0348  0.040
O 4.8742 -6.6740 4.7057  -0.043
C -1.6752 2.8836 -1.7628  -0.228
H -0.7274 -3.2377 4.2148  0.048
H 1.4818 -3.9389 0.2774  0.051
H -1.5630 -5.1479 -1.0428  -0.026
H -0.5870 -1.1609 5.9660  0.019
H 0.1704 -0.6363 3.2846  0.072
H 3.0370 -3.3688 0.8864  0.051
H -2.5742 2.0034 -0.0142  0.097
O -2.1635 -5.7593 -0.5970  -0.084
O 4.2240 3.4379 -4.0318  -0.061
H 1.2935 2.1303 -0.6266  0.089
H 4.7136 -4.6219 2.8300  0.026
C -1.7653 -0.2955 2.4962  -0.266
H -1.2814 0.3278 -1.8649  0.081
O -0.5782 -0.2156 5.7594  -0.060
C 0.5250 0.2191 1.3376  -0.133
H -0.2484 -1.7274 1.9664  0.060
H -1.9219 -6.6299 -0.9248  0.022
H 0.3604 5.4500 -1.0397  0.025
O -0.0814 6.3033 -1.1296  -0.066
H 0.4366 1.2791 -5.1212  0.011
H 4.7025 -7.5749 4.4160  0.045
O -0.8798 3.0587 6.5758  -0.058
H 1.5659 -2.7391 1.5977  0.064
H 3.8101 -4.7522 4.0310  0.007
H 2.1019 0.7183 -3.0427  0.105
H -3.4265 3.9721 -1.1269  0.104
H 4.8133 2.9348 -4.6015  0.034
H -3.4905 1.8790 -3.3413  0.047
H -4.9536 2.7677 -2.8431  0.064
H 4.1103 2.8943 -3.2435  0.034
C -3.0492 3.4862 -2.0336  -0.269
C 2.0178 -1.9443 -0.3490  -0.705
Cl 3.1011 -2.4860 -1.7498  0.516
C -0.2855 -0.6785 2.2868  -0.227
C 1.2424 1.1935 -2.5546  -0.287
H 0.7653 -1.3633 -1.9706  0.052
H 2.4094 0.7964 -0.7768  0.081
C 0.6894 -1.4119 -0.8859  -0.555
O -0.2465 0.7407 -5.5397  -0.099
O -2.3637 0.7776 -5.1425  -0.027
H -0.7455 6.1469 -1.8081  0.023
B 0.3042 0.0940 -0.2895  -0.725
H -1.9892 0.6632 2.0232  0.100
H -2.1496 1.2285 -5.9660  0.080
O -0.0755 -2.9322 4.8553  -0.053
H -0.8360 2.1747 6.1964  0.002
Cl -0.6429 -2.6621 -0.6740  0.627
H -0.9252 3.6737 -1.6744  0.074
H 0.3716 0.6065 -2.8610  0.073
C -1.5977 1.9771 -0.5171  -0.196
H -0.9895 0.8063 -4.9242  -0.074
H -1.1862 0.1794 6.3924  0.030
H 5.7429 -6.6961 5.1176  0.044
H -2.6423 -0.1061 -5.4003  0.091
H 1.5934 0.0909 1.5732  0.089
H 0.5879 -2.4994 4.3030  0.033
H -2.9878 4.2573 -2.8106  0.096
H -0.8966 2.4396 0.1848  0.094
H -1.9686 -0.1500 -0.3551  0.051
C 2.0147 -3.0701 0.6608  -0.169
C -1.2061 0.5081 -0.7812  -0.151
H -1.4109 2.3004 -2.6541  0.078
H -4.1747 1.6576 -1.7125  0.073
N -2.7788 -1.2631 2.0466  -0.009

Below is a cluster of 2 separate species, C4H10NO in total, with properties calculated with ωB97M-V with the def2-TZVPD basis set.

Results
Expectation value of S²: 0.753
Energy above the lowest of the compared OMol25 structures with the same formula, charge and spin, eV: 2.284
Spin multiplicity: 2

Each line ends with the natural charge from an NBO analysis.
Atoms and positions in Å:
H -0.0160 0.5171 -1.8966  0.415
H -0.6407 -0.3821 1.6307  0.248
H 1.6454 -0.1887 1.8200  0.061
O 1.7640 1.5655 0.7105  -0.846
C -1.5113 -1.4897 -1.6014  -0.655
C -0.9638 -0.6528 -0.4872  0.127
H -0.6985 -1.8384 -2.2438  0.230
H -1.0295 1.3377 -0.9169  0.424
H -2.2084 -0.8700 -2.1807  0.215
H 2.8881 1.1176 2.3958  0.108
N -0.3149 0.6059 -0.9296  -0.722
H 0.4952 0.9491 -0.3587  0.498
C 2.0882 0.8153 1.7022  -0.201
H -2.1163 -2.2922 -1.1750  0.245
H -1.7452 -1.7566 1.0595  0.211
C -1.1072 -0.9157 0.8089  -0.358

| no. | total energy (eV) |
| --- | --- |
| 1 | -63470.1382 |
| 2 | -7843.4928 |